No. 1
The following is a quantum chemistry calculation of a molecular structure, C6H11N3O2S at a distorted geometry, from the OMol25 dataset.

```
23
Properties=species:S:1:pos:R:3:forces:R:3
S 0.5432 0.3280 -2.7961 0.2 -0.8 2.8
O -1.0134 1.7553 1.5289 -0.1 0.3 -0.2
O -0.7253 0.8122 -3.3462 -0.8 0.2 -0.6
N 0.3883 -0.0412 1.4067 0.4 -0.3 -0.3
N -0.3205 0.7499 3.4424 0.0 0.0 0.3
N 0.7076 0.0918 0.0532 -0.3 -0.1 0.8
C -0.0308 -0.7401 -0.8635 0.6 0.8 -2.2
C -0.3759 0.8921 2.0798 -0.1 0.0 0.1
C 0.5394 -2.1270 -0.9875 0.0 0.2 0.0
C 1.1752 1.2965 -0.3998 0.1 0.2 0.0
C -1.5214 -0.5962 -0.8343 0.0 0.1 0.0
C 1.1831 1.5853 -1.7006 -0.2 -0.6 -0.4
H 1.0496 -0.5920 1.9393 -0.1 0.2 -0.2
H -0.0298 -0.1169 3.8594 0.0 0.0 0.0
H 1.6246 -2.0907 -1.0364 0.1 0.0 0.0
H -1.8719 -0.1977 0.1194 0.0 -0.1 0.0
H -0.9938 1.2888 3.9610 0.0 0.0 -0.1
H 0.2491 -2.7355 -0.1297 0.0 -0.1 0.1
H 1.5516 1.9684 0.3581 0.0 0.0 0.1
H 1.5497 2.5034 -2.1132 0.1 0.2 -0.1
H -1.8265 0.1183 -1.6125 0.0 0.0 0.0
H 0.1632 -2.6068 -1.8858 -0.1 -0.1 -0.1
H -2.0152 -1.5456 -1.0426 0.0 0.0 0.0
```
Positions in Å, forces in eV/Å.

**Highest occupied orbital energy**: -8.401 eV
**Electronic energy**: -948.0988 hartree
**ΔE to the lowest compared entry with this formula, charge and spin**: 67.8 kcal per mole
**LUMO level**: 0.4655 eV
**Frontier orbital gap**: 8.87 eV
**Strongest force on any atom**: 2.92 eV/A

---

No. 2
The following is a quantum chemistry calculation of a molecular structure, C11H26BIInO7S2 at a distorted geometry, from the OMol25 dataset.

```
49
Properties=species:S:1:pos:R:3:forces:R:3
I -2.7474 -0.7550 -3.7787 0.5 -0.5 0.7
In 0.8717 0.2472 -0.7990 -1.4 0.5 -1.1
S 3.0939 -4.6492 -0.6501 0.9 -5.6 -2.2
S 0.6246 -1.5645 0.9606 -0.9 -1.0 -0.1
O 1.6774 3.0160 0.7860 2.7 -2.3 -0.2
O 3.6589 2.0174 -0.4500 -1.9 0.4 -0.8
O -3.4385 3.0116 0.4636 0.3 0.3 2.7
O 4.3641 -5.4320 -0.2310 -4.2 3.4 -0.3
O 1.9411 -4.5922 0.6174 0.6 -0.3 -2.4
O -2.1751 3.2562 2.2986 0.1 0.3 -0.3
O 2.4226 -5.4250 -1.8287 1.4 3.4 3.9
C 3.2453 -2.6197 -2.7422 0.1 0.4 0.0
C 1.4350 -0.5734 -2.8519 0.7 0.2 -0.6
C -3.3630 3.0388 1.6924 0.0 -0.3 -2.1
C -2.0048 3.4641 3.7128 -0.1 -0.2 0.0
C 3.5932 -2.9121 -1.1499 0.0 2.2 -0.3
C -2.2659 -0.1667 -0.7736 0.3 0.9 0.6
C -1.9512 2.1424 4.4531 0.0 -0.3 -0.1
C -1.2563 1.1072 -1.0589 -0.3 -0.3 0.1
C -2.0665 -1.4355 -1.7928 -1.0 -0.3 2.1
C 3.0141 -0.9853 -3.0071 -0.2 -0.9 -1.6
C -4.5679 2.7470 2.5353 -0.6 0.4 0.3
B 2.2293 1.9198 -0.0855 1.1 2.1 0.7
H 2.2186 -3.1202 -3.0896 2.6 0.8 1.0
H -1.0482 3.9829 3.8369 -0.2 -0.1 -0.3
H 3.7607 -0.3137 -2.4062 -1.4 -1.3 -0.9
H 1.0122 -4.7643 0.2294 2.2 0.5 0.4
H 3.2824 -0.8352 -4.1607 -0.3 -0.4 2.4
H -1.7734 2.3039 5.5189 0.0 0.0 -0.1
H 3.0488 -2.0529 -0.5422 0.7 -2.3 -0.8
H -2.0253 -0.5431 0.3241 -0.4 0.6 -2.2
H -5.4420 3.2148 2.0686 0.2 -0.3 -0.1
H -1.3742 1.5629 -2.1544 0.0 -1.0 2.4
H -1.3631 1.9601 -0.2369 -0.1 -1.9 -1.9
H 2.3706 3.2538 1.4772 -1.0 -0.1 -1.5
H 4.7488 -2.7991 -0.8975 -2.5 -0.7 -0.7
H -0.4204 -2.4557 0.6016 1.2 1.3 0.1
H 1.2334 0.3195 -3.6176 0.2 -2.0 1.6
H 4.1633 -3.0353 -3.3631 -2.1 0.8 1.1
H -2.8800 1.5769 4.3397 0.0 0.1 0.1
H -2.8384 -2.2836 -1.4619 1.7 1.8 -0.9
H -4.7183 1.6640 2.5814 0.0 0.2 0.0
H -0.9937 -1.9075 -1.7973 -2.1 1.3 -0.3
H -2.7743 4.1388 4.1042 0.0 -0.1 -0.1
H -4.5122 3.1475 3.5444 0.1 -0.2 0.1
H -1.1499 1.5122 4.0513 -0.1 0.2 0.1
H 0.7165 -1.4679 -3.0845 1.5 1.6 0.0
H 3.8092 1.8742 -1.4318 -0.5 -0.1 2.0
H -3.3856 0.2098 -0.7541 2.0 -1.1 -0.3
```
Positions in Å, forces in eV/Å.

**Highest occupied orbital energy**: -4.436 eV
**Electronic energy**: -2270.3928 hartree
**Charge**: -1
**LUMO level**: 2.3873 eV
**Frontier orbital gap**: 6.82 eV
**Strongest force on any atom**: 6.07 eV/A